Here is a molecular structure, C22H37BCl4OSn from the Open Molecules 2025 dataset. Energies are from ωB97M-V/def2-TZVPD.

```
66
Properties=species:S:1:pos:R:3:mulliken_charge:R:1
Cl -1.2619 -0.4961 4.7737 -0.303
B -1.2293 1.2163 4.0908 0.566
Cl -1.9020 1.1803 2.3138 -0.259
Cl -2.2062 2.4387 5.0880 -0.302
O 0.2049 1.6462 4.0688 -0.334
C 0.6317 2.8535 3.9643 -0.345
C 2.0050 3.1760 4.2059 0.715
C 2.4585 4.4851 3.9149 -0.420
C 3.8020 4.8113 4.0522 -0.712
C 4.7088 3.8370 4.5042 0.458
Cl 6.3730 4.2075 4.6278 -0.168
C 4.2589 2.5515 4.8554 -0.658
C 2.9199 2.2175 4.7152 -0.302
H -0.0657 3.6572 3.7087 0.354
H 1.7302 5.2239 3.5772 0.385
H 4.1693 5.8058 3.8096 0.405
H 4.9777 1.8268 5.2287 0.402
H 2.5610 1.2271 4.9898 0.509
C 0.9749 0.6725 -6.4066 -1.336
C 1.2378 -0.0546 -5.0866 -0.209
C 0.0190 -0.8400 -4.5795 -0.461
C 0.1925 -1.4554 -3.1725 -1.228
Sn -1.0477 -0.6939 -1.5367 0.882
C -3.1430 -1.0591 -2.0885 -1.290
C -3.9353 -1.9890 -1.1594 -0.295
C -5.4010 -2.2330 -1.5682 -0.433
C -6.1163 -3.1356 -0.5639 -1.271
C -0.6058 -1.6754 0.3661 -1.068
C 0.8625 -1.6578 0.8231 0.071
C 1.5746 -3.0139 0.7149 -0.474
C 3.0620 -2.9166 1.0508 -1.323
C -0.6233 1.4652 -1.2648 -1.025
C 0.7754 1.6771 -0.8341 0.061
C 1.1242 1.5926 0.4676 -0.499
H 1.8965 1.1511 -6.7472 0.386
H 0.6481 -0.0132 -7.1961 0.317
H 0.2119 1.4505 -6.2923 0.315
H 2.0701 -0.7577 -5.2272 0.340
H 1.5621 0.6702 -4.3251 0.158
H -0.8756 -0.1972 -4.6235 0.288
H -0.1794 -1.6610 -5.2930 0.348
H -0.0794 -2.5188 -3.2050 0.462
H 1.2246 -1.3702 -2.8120 0.443
H -3.5906 -0.0577 -2.1294 0.418
H -3.0880 -1.4703 -3.1059 0.377
H -3.4334 -2.9693 -1.1009 0.274
H -3.9254 -1.5847 -0.1330 0.286
H -5.9273 -1.2727 -1.6446 0.333
H -5.4317 -2.6935 -2.5642 0.312
H -7.1561 -3.2785 -0.8624 0.383
H -5.6445 -4.1207 -0.5039 0.317
H -6.1099 -2.7005 0.4399 0.315
H -1.2159 -1.1306 1.0996 0.194
H -0.9931 -2.6966 0.2458 0.559
H 1.4304 -0.8907 0.2752 0.124
H 0.8835 -1.3142 1.8744 0.116
H 1.0882 -3.7144 1.4064 0.371
H 1.4471 -3.4220 -0.2985 0.264
H 3.4995 -3.9184 1.0678 0.394
H 3.6019 -2.3230 0.3046 0.305
H 3.2275 -2.4641 2.0348 0.286
H -0.8515 1.8748 -2.2594 0.547
H -1.3686 1.7229 -0.4943 0.377
H 1.4970 1.9502 -1.6187 0.297
H 2.1597 1.6370 0.8144 0.357
H 0.3359 1.5348 1.2234 -0.359
```

Its charge is 0. Its frontier orbital gap is 5.6 eV. As for the HOMO energy: -0.2921 hartree. The value obtained for the molar mass is 588.9 g/mol. As for the total energy: -3015.6885 Ha.